# C36H33BN10P2Ti

A molecular structure, C36H33BN10P2Ti (ωB97M-V/def2-TZVPD, the OMol25 dataset).

```
83
Properties=species:S:1:pos:R:3:lowdin_spin:R:1
Ti 0.797 -1.538 0.126 -0.022
P -1.267 -0.001 -0.253 0.027
P 0.649 2.055 0.008 0.002
N 3.554 -1.888 -0.371 0.002
N 0.692 -1.321 1.953 0.555
N 2.054 -3.306 -1.650 0.002
N 0.928 -6.804 -0.485 0.000
N -0.846 -2.666 0.047 0.005
N 1.112 -2.349 -1.805 0.004
N 1.841 -3.116 0.781 0.131
N -1.057 1.694 -0.046 0.004
N -0.806 -5.053 -0.362 0.000
N 2.740 -0.807 -0.364 0.002
C 2.137 -4.057 -2.751 0.002
C -0.774 -3.843 -0.141 0.000
C 0.643 3.887 -0.090 0.001
C -0.054 1.705 2.757 0.009
C 0.012 6.036 0.790 0.000
C -2.529 -0.639 -4.628 0.003
C 1.110 5.890 -1.344 0.000
C 0.233 1.694 4.116 0.001
C 0.528 6.652 -0.344 0.000
C 0.120 -5.980 -0.421 0.000
C -1.778 -0.246 -1.983 0.005
C 1.531 1.890 4.557 0.002
C 2.543 2.130 3.635 0.002
C 1.210 -3.582 -3.666 0.000
C -2.816 -0.225 0.685 0.002
C -5.072 -0.186 2.313 0.000
C -2.019 2.649 -0.603 0.001
C -4.042 0.202 0.177 0.001
C 0.590 -2.513 -3.023 0.002
C -1.611 0.351 -4.309 0.000
C -2.745 -0.689 1.998 0.000
C 1.031 -3.416 2.987 0.099
C -3.049 -1.455 -3.631 0.000
C 3.511 0.239 -0.687 0.000
C 1.726 -3.847 1.856 -0.003
C 4.826 -0.165 -0.879 0.001
C 1.167 4.508 -1.219 0.000
C -5.163 0.229 0.993 0.000
C 4.803 -1.533 -0.670 0.001
C 0.956 1.944 1.824 0.010
C 2.257 2.160 2.280 0.001
C 0.593 -2.085 2.983 0.084
C -1.226 0.542 -2.990 0.002
C -3.870 -0.669 2.807 0.000
C 0.074 4.660 0.923 0.000
C -2.671 -1.268 -2.311 0.003
B 2.873 -3.282 -0.337 0.017
H -0.196 -1.872 -3.388 0.000
H -1.741 2.992 -1.603 0.000
H 1.755 1.874 5.616 0.000
H -5.942 -0.143 2.954 0.000
H -3.809 -1.023 3.828 0.000
H 5.599 -2.257 -0.723 0.000
H 3.100 1.224 -0.798 0.000
H -1.198 0.977 -5.088 0.000
H -0.324 4.181 1.808 0.000
H 0.172 -1.682 3.907 0.027
H 3.653 -4.176 -0.262 0.003
H -2.096 3.516 0.048 0.000
H -2.998 2.183 -0.658 0.000
H 1.009 -3.957 -4.653 0.000
H 1.516 6.370 -2.224 0.000
H 1.618 3.911 -2.003 0.000
H 3.553 2.314 3.975 0.000
H -0.566 1.539 4.831 0.000
H 0.908 -4.039 3.857 0.005
H -3.069 -1.904 -1.531 0.000
H -0.441 6.631 1.572 0.000
H -3.760 -2.231 -3.880 0.000
H 2.835 -4.874 -2.822 0.000
H -2.839 -0.780 -5.655 0.000
H -0.497 1.304 -2.740 0.000
H -1.806 -1.078 2.367 0.000
H -6.106 0.579 0.597 0.000
H 5.668 0.446 -1.150 0.000
H -4.135 0.496 -0.860 0.000
H 3.050 2.384 1.578 0.000
H 2.244 -4.806 1.888 0.005
H 0.477 7.727 -0.444 0.000
H -1.076 1.584 2.422 0.000
```

* LUMO (alpha / beta): -4.0 / -5.7 eV
* ΔE to the lowest compared entry with this formula, charge and spin: 88.9 kcal per mole
* multiplicity: 2
* frontier orbital gap (alpha / beta): 7.0 / 5.3 eV
* net charge: +1
* max |F|: 1.823 eV/A
* HOMO (alpha / beta): -11.013 / -11.014 eV

# C8H18F3I2O4OsP2S

A molecular structure, C8H18F3I2O4OsP2S (ωB97M-V/def2-TZVPD, the OMol25 dataset).

```
39
Properties=species:S:1:pos:R:3:lowdin_spin:R:1
Os -0.023 0.086 0.162 0.778
I 0.026 -3.073 -2.999 1.469
I -0.397 -2.631 -0.164 0.718
S 0.381 3.243 -0.432 0.000
P 2.222 -0.239 -0.106 0.189
P -2.248 0.173 -0.302 0.178
F -1.736 4.758 -1.207 0.000
F -0.198 5.918 -0.115 0.000
F -1.514 4.582 0.967 0.000
O 1.684 3.822 -0.193 0.030
O -0.036 2.217 0.636 0.146
O 0.082 2.723 -1.746 0.008
O -0.267 -1.243 2.880 0.052
C 2.955 -0.858 1.479 0.066
C 3.225 1.263 -0.517 0.042
C 2.747 -1.423 -1.413 0.047
C -2.883 1.796 -0.809 0.033
C -3.198 -0.303 1.197 0.068
C -0.828 4.741 -0.180 -0.001
C -2.821 -0.964 -1.623 0.023
C -0.152 -0.561 1.920 0.051
H 2.676 -0.143 2.272 0.001
H 2.828 1.661 -1.471 0.000
H -2.909 0.378 2.012 0.001
H -4.274 -0.207 0.993 0.014
H -2.197 -0.795 -2.515 0.001
H -2.952 -1.339 1.468 0.004
H -3.925 1.681 -1.144 0.008
H 2.231 -1.140 -2.345 0.020
H 4.052 -0.911 1.384 0.014
H 3.089 2.015 0.282 0.000
H -2.829 2.492 0.043 0.000
H -2.250 2.156 -1.636 0.001
H 3.838 -1.370 -1.545 0.002
H -2.691 -2.002 -1.275 0.014
H 2.532 -1.852 1.704 0.001
H -3.884 -0.759 -1.816 0.000
H 2.436 -2.435 -1.120 0.012
H 4.285 0.968 -0.620 0.009
```

* LUMO (alpha / beta): -12.9 / -15.7 eV
* multiplicity: 5
* frontier orbital gap (alpha / beta): 7.1 / 4.4 eV
* net charge: +3
* max |F|: 6.082 eV/A
* HOMO (alpha / beta): -20.031 / -20.107 eV

# C30H21BrN5O2Pd

A molecular structure, C30H21BrN5O2Pd (ωB97M-V/def2-TZVPD, the OMol25 dataset).

```
60
Properties=species:S:1:pos:R:3:lowdin_charge:R:1
Pd 0.042 0.134 -0.116 1.082
Br -5.936 -3.918 -0.340 0.803
O -0.270 -1.987 0.100 -0.094
O -2.192 -0.244 0.151 -0.183
N 7.618 7.078 0.210 0.174
N 2.030 0.022 -0.065 -0.060
N -0.744 -6.119 -0.046 0.191
N 0.576 -4.352 0.028 0.147
N 0.200 2.092 -0.386 -0.076
C 2.936 1.067 0.020 -0.238
C 3.710 3.408 0.045 -0.198
C -1.807 -3.838 -0.040 -0.047
C -3.888 -1.975 -0.086 -0.039
C 4.532 3.602 -1.061 -0.004
C 3.274 -6.902 0.048 -0.071
C 5.730 5.307 0.134 -0.217
C 1.313 2.889 -0.195 -0.241
C 2.436 -8.028 0.006 -0.069
C 5.536 4.554 -1.021 -0.003
C 2.763 -5.622 0.061 -0.005
C 2.706 -1.120 0.013 -0.108
C -0.460 4.236 -0.541 -0.044
C -0.674 -4.768 -0.019 -0.222
C 4.081 -0.868 0.154 -0.043
C 0.554 -6.611 -0.016 -0.170
C -3.133 -4.265 -0.138 -0.060
C 4.227 0.502 0.163 0.012
C -3.195 0.728 0.494 -0.031
C 1.062 -7.905 -0.027 -0.005
C -1.537 -2.469 0.034 -0.181
C -4.149 -3.338 -0.171 -0.669
C 6.780 6.293 0.178 -0.171
C -0.850 2.890 -0.589 -0.131
C 3.908 4.159 1.198 -0.006
C 0.899 4.236 -0.301 0.011
C -2.581 -1.557 0.033 -0.197
C 4.918 5.104 1.247 -0.004
C 2.606 2.410 -0.030 -0.036
C 1.377 -5.485 0.031 -0.189
H -2.671 1.580 0.913 0.086
H 4.373 3.015 -1.956 0.132
H 2.210 -2.076 -0.045 0.090
H -1.109 5.084 -0.682 0.108
H -4.709 -1.275 -0.129 0.113
H 3.274 3.997 2.061 0.131
H 0.415 -8.772 -0.062 0.117
H -3.371 -5.319 -0.190 0.109
H 1.552 5.090 -0.214 0.123
H 4.345 -7.050 0.069 0.109
H -1.825 2.492 -0.816 0.097
H 6.171 4.719 -1.881 0.127
H 0.389 -2.828 0.071 0.091
H 2.878 -9.015 0.001 0.111
H -3.754 1.027 -0.392 0.111
H -3.867 0.320 1.246 0.110
H -1.580 -6.676 -0.074 0.165
H 5.080 5.690 2.142 0.127
H 5.139 1.070 0.258 0.124
H 3.412 -4.757 0.090 0.109
H 4.852 -1.615 0.244 0.106
```

* LUMO: -3.9 eV
* ΔE to the lowest compared entry with this formula, charge and spin: 0.0 kcal per mole
* frontier orbital gap: 7.0 eV
* net charge: +1
* max |F|: 0.931 eV/A
* HOMO: -10.845 eV

# C13H15ClF3N3O3

A single C13H15ClF3N3O3 molecule (ωB97M-V/def2-TZVPD, the OMol25 dataset).

```
38
Properties=species:S:1:pos:R:3:lowdin_charge:R:1
Cl 3.819 -2.585 -0.723 0.781
F 6.132 -0.667 -0.357 0.125
F 5.891 0.736 1.248 0.144
F 5.386 -1.327 1.550 0.125
O 2.248 3.612 0.739 0.085
O 0.869 3.228 -0.864 0.079
O -4.051 -1.312 2.405 -0.065
N -2.754 -0.143 -0.395 -0.182
N 1.687 2.868 -0.038 -0.365
N -0.080 0.651 -0.821 -0.077
C -2.024 0.559 0.634 -0.164
C -0.819 -0.101 -1.809 -0.119
C 5.323 -0.323 0.659 -0.617
C -1.863 -1.002 -1.144 -0.166
C 3.917 -0.040 0.210 -0.129
C 1.233 0.467 -0.574 -0.135
C 3.359 1.209 0.389 0.077
C 3.152 -1.029 -0.433 -0.577
C -4.016 -0.729 0.005 -0.167
C 2.061 1.484 -0.027 -0.074
C -0.947 1.459 0.005 -0.125
C 1.854 -0.779 -0.808 -0.021
C -3.970 -1.820 1.096 -0.245
H -4.661 0.079 0.363 0.127
H -2.717 1.188 1.196 0.132
H -1.513 -0.133 1.332 0.131
H 1.292 -1.585 -1.250 0.104
H -0.389 1.922 0.818 0.126
H -1.412 2.243 -0.599 0.133
H -1.350 0.626 -2.434 0.137
H -4.843 -2.466 0.992 0.118
H -4.468 -1.150 -0.895 0.118
H -3.070 -2.439 0.972 0.113
H -3.282 -0.764 2.590 0.066
H -0.143 -0.672 -2.441 0.121
H -1.351 -1.746 -0.509 0.123
H -2.435 -1.530 -1.908 0.128
H 3.935 2.012 0.825 0.136
```

* LUMO: -0.7 eV
* frontier orbital gap: 8.0 eV
* SMILES: O=[N+]([O-])c1cc(C(F)(F)F)c(Cl)cc1N1CCN(CCO)CC1
* max |F|: 1.217 eV/A
* HOMO: -8.654 eV

# C5H10NOP

A single C5H10NOP molecule (ωB97M-V/def2-TZVPD, the OMol25 dataset).

```
18
Properties=species:S:1:pos:R:3:lowdin_spin:R:1
P 0.063 -0.411 -0.030 0.390
O 0.148 1.079 0.584 0.108
N -3.525 0.053 0.245 0.349
C 1.460 -0.671 -1.192 0.070
C 0.593 -1.222 1.542 0.072
C -1.403 -0.920 -0.749 0.653
C -0.096 2.399 0.078 0.038
C -2.571 -0.423 -0.198 0.152
H 1.577 -0.904 1.871 0.005
H -0.148 -0.961 2.294 0.009
H 1.208 -0.231 -2.157 0.010
H 0.857 2.849 -0.206 0.006
H -0.769 2.372 -0.783 0.015
H -0.552 2.960 0.890 0.006
H -1.403 -1.723 -1.462 0.085
H 2.364 -0.209 -0.796 0.005
H 0.575 -2.299 1.393 0.009
H 1.619 -1.737 -1.323 0.019
```

* LUMO (alpha / beta): 0.8 / -2.1 eV
* ΔE to the lowest compared entry with this formula, charge and spin: 0.0 kcal per mole
* multiplicity: 3
* frontier orbital gap (alpha / beta): 4.2 / 8.8 eV
* max |F|: 2.500 eV/A
* HOMO (alpha / beta): -3.377 / -10.899 eV

# C31H31Br3O10

A molecular structure, C31H31Br3O10 (ωB97M-V/def2-TZVPD, the OMol25 dataset).

```
75
Properties=species:S:1:pos:R:3:lowdin_charge:R:1
Br 0.245 -0.339 -2.047 0.738
Br 1.822 -2.264 0.131 0.616
Br -0.905 -0.747 0.996 0.766
O 5.335 2.021 0.590 0.027
O -0.294 5.329 -5.700 0.037
O -1.001 -8.398 1.533 0.022
O 2.211 2.662 -3.823 0.046
O -2.373 -3.133 2.512 -0.039
O -3.207 -0.421 -4.660 0.036
O 3.095 0.178 2.560 0.017
O -4.128 -1.929 0.498 0.011
O -0.455 2.772 -0.896 0.036
O 0.563 2.003 7.237 0.027
C 4.052 1.017 -1.174 -0.003
C 2.518 0.466 3.790 -0.282
C 3.238 1.327 -2.222 -0.070
C 1.225 1.372 6.183 -0.317
C 2.937 2.592 -2.689 -0.360
C -3.005 -2.229 -1.644 -0.041
C 4.566 2.145 -0.520 -0.317
C 2.647 1.202 6.100 -0.033
C 0.071 5.337 -3.397 0.005
C 0.522 0.831 5.145 -0.015
C 3.496 3.664 -2.072 -0.021
C 0.057 4.616 -2.152 0.007
C -4.589 -0.483 -1.279 -0.025
C -0.499 -6.083 1.398 0.015
C -2.669 -6.770 2.269 -0.002
C 0.681 -0.688 -0.079 -1.425
C -2.630 -1.802 -2.901 -0.081
C -3.355 -0.745 -3.357 -0.353
C -2.198 -4.439 2.185 -0.354
C -3.902 -1.554 -0.805 -0.358
C 3.303 0.736 4.981 -0.016
C -0.314 4.640 -4.516 -0.382
C -0.448 3.302 -2.117 -0.347
C -0.900 2.638 -3.333 0.002
C -3.129 -5.408 2.515 0.018
C 4.278 3.457 -0.934 -0.007
C -4.369 -0.117 -2.579 -0.007
C -0.953 -4.752 1.625 0.001
C 1.142 0.348 3.938 -0.007
C -1.366 -7.084 1.830 -0.316
C -0.802 3.367 -4.556 -0.027
H 0.510 6.316 -3.521 0.120
H -1.988 -2.476 -3.448 0.123
H -0.328 1.845 -1.109 -0.005
H -1.162 1.590 -3.324 0.047
H 0.902 1.594 8.036 0.097
H -1.574 -9.025 1.979 0.094
H -4.996 0.627 -3.047 0.111
H -0.328 -3.902 1.393 0.051
H 1.536 3.343 -3.848 0.052
H -2.751 -2.878 3.356 0.124
H -0.557 0.800 5.177 0.112
H 4.016 0.166 2.831 0.090
H -1.285 2.912 -5.408 0.119
H -5.268 0.036 -0.618 0.126
H -3.250 -2.106 0.845 0.003
H 0.407 0.009 3.223 0.031
H 3.334 4.611 -2.565 0.122
H 3.190 1.680 6.902 0.109
H 0.441 5.056 -1.244 0.117
H 4.348 -0.009 -1.018 0.116
H -2.595 -3.180 -1.337 0.120
H 4.704 4.360 -0.521 0.111
H -0.600 4.783 -6.429 0.098
H -3.292 -7.591 2.591 0.099
H 1.166 0.168 0.391 -0.030
H 2.827 0.510 -2.797 0.076
H -3.934 0.104 -5.002 0.103
H 5.350 2.769 1.192 0.104
H 0.423 -6.399 0.933 0.116
H 4.381 0.784 5.033 0.107
H -4.137 -5.131 2.789 0.113
```

* LUMO: -0.5 eV
* ΔE to the lowest compared entry with this formula, charge and spin: 59.0 kcal per mole
* frontier orbital gap: 7.4 eV
* max |F|: 3.784 eV/A
* HOMO: -7.873 eV

# C45H59BIrNO2P2Te

A molecular structure, C45H59BIrNO2P2Te (ωB97M-V/def2-TZVPD, the OMol25 dataset).

```
112
Properties=species:S:1:pos:R:3:lowdin_spin:R:1
Ir 0.756 -0.390 -0.520 2.044
Te -0.343 2.223 0.459 0.300
P -0.915 -2.142 -0.612 0.150
P -2.744 0.110 -1.023 0.397
O 1.546 1.693 -2.763 0.052
O 1.530 -0.536 -3.356 0.059
N -2.119 -1.354 -1.605 0.212
C 3.149 1.931 1.894 0.043
C -1.700 -1.291 1.892 0.013
C -4.338 2.653 -4.441 0.011
C 2.586 0.562 1.735 0.247
C 3.641 -0.289 -4.483 0.001
C -5.713 0.744 1.602 -0.002
C 2.537 -1.585 0.540 0.074
C -4.606 0.901 0.789 0.028
C -3.017 -3.640 2.555 0.001
C -0.771 -3.742 -1.403 0.017
C 1.568 -1.376 2.826 0.092
C -2.379 -1.383 3.095 0.001
C -2.513 1.979 -3.032 0.010
C -2.362 -3.537 1.338 0.007
C -1.906 -1.445 -3.078 0.016
C 1.564 -3.623 1.720 0.033
C 3.798 0.368 -0.487 0.030
C -4.095 -0.199 0.092 0.064
C -6.310 -0.506 1.723 0.032
C 1.633 0.844 4.032 0.010
C -0.589 -6.273 -2.535 0.000
C 3.198 2.537 -4.317 0.002
C 2.851 -0.200 0.544 0.079
C 0.473 -4.317 -1.636 0.003
C -1.933 -4.435 -1.770 0.005
C 1.895 -0.022 2.839 0.093
C 1.957 1.678 -4.201 0.013
C -4.700 -1.451 0.209 0.030
C 2.189 0.148 -4.509 0.012
C -3.041 -2.558 3.427 0.003
C -5.188 1.771 -3.784 0.002
C -4.712 0.999 -2.740 0.019
C 3.206 -2.444 -0.508 0.019
C 0.999 -2.033 4.050 0.009
C -3.367 1.100 -2.365 0.051
C -0.363 3.845 -0.910 0.035
C 1.876 -2.164 1.682 0.221
C 0.565 -5.584 -2.197 0.000
C -3.004 2.757 -4.069 -0.001
C -1.796 2.940 1.847 0.068
C -5.809 -1.598 1.026 0.002
C 0.804 2.293 -4.968 0.002
C -1.710 -2.352 0.989 0.028
C -1.837 -5.695 -2.331 0.001
C 1.507 -0.358 -5.764 0.002
B 1.288 0.414 -2.426 0.220
H -7.182 -0.625 2.354 0.002
H 1.364 1.859 3.742 0.002
H 1.019 2.337 -6.035 0.001
H 3.671 2.006 2.850 0.011
H -2.353 -4.389 0.673 0.000
H 1.656 -1.433 -5.846 0.000
H -2.909 -3.988 -1.624 0.001
H 3.585 2.510 -5.336 0.001
H -0.519 -7.259 -2.975 0.000
H 3.135 -3.501 -0.290 0.000
H 1.374 -3.765 -1.424 0.001
H -1.296 3.658 2.491 0.007
H -6.292 -2.562 1.108 0.000
H -0.083 4.731 -0.348 0.006
H 2.534 0.920 4.648 0.005
H 0.848 0.451 4.670 0.000
H 0.439 -0.154 -5.767 0.000
H 4.819 0.379 -0.094 0.006
H -2.388 -0.546 3.781 0.000
H 0.651 3.314 -4.617 0.000
H 0.530 -3.786 2.022 0.008
H 4.268 -2.198 -0.546 0.001
H 3.685 -1.376 -4.548 0.000
H -4.722 3.264 -5.246 0.001
H 1.947 0.105 -6.648 0.001
H -6.225 1.699 -4.080 0.000
H -2.351 3.446 -4.586 0.000
H 3.798 -0.229 -1.395 0.003
H -5.381 0.334 -2.209 0.000
H 0.338 -1.369 4.599 0.001
H -4.157 1.882 0.673 0.001
H -6.119 1.594 2.134 -0.001
H -3.567 -2.635 4.370 0.000
H 1.534 -6.025 -2.382 0.000
H -1.064 -0.829 -3.407 0.008
H 4.186 0.115 -5.336 0.001
H -4.317 -2.297 -0.345 0.002
H 3.836 2.214 1.107 0.000
H 2.345 2.673 1.932 0.020
H 1.810 -2.312 4.727 0.004
H -0.120 1.733 -4.830 0.000
H 3.528 1.385 -0.762 0.005
H 4.158 0.030 -3.579 0.000
H -2.734 -6.229 -2.615 0.000
H 1.729 -4.142 0.782 0.000
H 2.184 -4.105 2.484 0.014
H 2.807 -2.263 -1.511 0.008
H -1.465 2.038 -2.757 0.001
H 0.379 3.627 -1.676 0.000
H -1.355 3.944 -1.340 0.002
H -2.170 2.100 2.427 0.000
H -1.181 -0.367 1.649 0.007
H 3.988 2.212 -3.643 0.000
H 2.951 3.572 -4.086 0.000
H -1.705 -2.479 -3.338 0.003
H -2.607 3.414 1.301 0.002
H 0.436 -2.932 3.828 0.001
H -3.514 -4.563 2.820 0.000
H -2.814 -1.130 -3.579 0.001
```

* LUMO (alpha / beta): -7.5 / -10.9 eV
* ΔE to the lowest compared entry with this formula, charge and spin: 21.6 kcal per mole
* multiplicity: 6
* frontier orbital gap (alpha / beta): 7.5 / 5.0 eV
* net charge: +3
* max |F|: 0.402 eV/A
* HOMO (alpha / beta): -14.978 / -15.917 eV

M (computed, g/mol): 726.4, 773.3, 669.9, 353.7, 131.1, 803.3, 1038.5